No. 1
One molecule with the formula C4H8O4Si, computed with the ωB97M-V functional and the def2-TZVPD basis.

XYZ file:
```
17
Properties=species:S:1:pos:R:3
C 1.155 1.348 -1.848
C 0.487 1.049 -0.713
C -0.515 1.809 0.052
C 0.921 -0.270 -0.220
O 2.072 -0.632 -0.191
Si -0.270 -1.409 0.716
O -0.489 -1.081 2.278
O 0.454 -2.838 0.699
O -1.866 -1.554 0.233
H 0.898 2.195 -2.401
H 1.813 0.724 -2.416
H -0.006 2.506 0.664
H -1.024 2.584 -0.648
H -1.189 1.095 0.595
H -1.341 -0.822 2.415
H 1.119 -3.006 1.451
H -2.220 -1.699 -0.667
```

Energy above the lowest of the compared OMol25 structures with the same formula, charge and spin in kcal/mol: 0.0
SMILES: C=C(C)C(=O)[Si](O)(O)O
Total energy in eV: -20347.5965
Net charge: 0

=====

No. 2
A 2-piece molecular cluster, C2H8N2O overall, computed with the ωB97M-V functional and the def2-TZVPD basis.

XYZ file:
```
13
Properties=species:S:1:pos:R:3
N 0.992 1.028 -2.531
C 0.352 1.385 -1.242
C 0.399 0.496 -0.227
N 0.415 0.898 1.140
H 0.595 0.237 -2.934
H 0.845 1.897 -2.975
H -0.230 2.324 -1.135
H 0.192 -0.539 -0.451
H 1.309 1.083 1.628
H -0.016 0.365 1.858
O -1.272 -2.997 2.107
H -1.439 -3.386 2.927
H -2.144 -2.790 1.835
```

Energy above the lowest of the compared OMol25 structures with the same formula, charge and spin in kcal/mol: 72.6
SMILES: N/C=C/N.O
Total energy in eV: -7229.1817
Net charge: 0

=====

No. 3
C12H27O3P as an isolated structure, computed with the ωB97M-V functional and the def2-TZVPD basis.

XYZ file:
```
43
Properties=species:S:1:pos:R:3
C 5.880 1.435 0.068
C 4.363 0.875 0.065
C 3.300 1.859 -0.180
C 1.988 1.399 -0.113
O 1.819 0.726 -1.320
C 0.683 -0.022 -1.181
H -0.106 0.716 -1.070
H 0.620 -0.670 -2.301
H 1.962 0.789 0.723
H 1.246 2.211 -0.117
H 3.673 2.249 -1.144
H 3.641 2.661 0.509
H 4.337 0.319 -0.776
H 4.356 0.306 1.042
H 6.095 1.968 -1.108
H 6.146 2.226 0.877
H 6.619 0.819 0.220
P 0.402 -1.255 0.259
O 1.473 -1.938 0.718
C -0.728 -2.641 -0.420
C 0.062 -3.521 -1.459
H -0.459 -4.503 -1.563
H 0.882 -4.057 -0.762
H 0.505 -3.147 -2.104
H -1.571 -2.201 -1.365
H -1.295 -3.119 0.324
C -0.751 -0.213 1.419
O -1.800 0.049 0.605
C -2.580 0.942 1.615
C -3.798 1.574 0.737
C -4.905 0.499 0.223
C -4.437 -0.470 -0.749
H -5.322 -1.217 -0.865
H -3.676 -0.997 -0.150
H -4.024 -0.050 -1.535
H -5.332 -0.039 1.205
H -5.735 1.199 -0.353
H -4.154 2.318 1.469
H -3.287 1.899 -0.251
H -2.963 0.118 2.315
H -2.175 1.737 2.213
H 0.036 0.246 2.133
H -0.990 -1.080 2.150
```

Energy above the lowest of the compared OMol25 structures with the same formula, charge and spin in kcal/mol: 242.7
Total energy in eV: -28303.0791
Net charge: 0

=====

No. 4
C18H29N2O3S as an isolated structure, computed with the ωB97M-V functional and the def2-TZVPD basis.

XYZ file:
```
53
Properties=species:S:1:pos:R:3
C -0.024 -4.230 -5.500
H 1.001 -3.921 -5.757
H -0.308 -4.677 -6.582
H -0.133 -4.848 -4.741
O -0.976 -2.845 -5.385
C -0.695 -2.199 -4.164
C -1.579 -1.136 -3.975
C -1.289 -0.095 -3.168
C -0.326 -0.343 -2.148
C 0.430 -1.520 -2.249
C 0.561 -2.448 -3.233
H 1.171 -3.135 -3.310
H 1.106 -1.518 -1.550
S 0.003 0.767 -0.936
O 1.342 1.024 -0.789
O -0.858 1.945 -1.077
N -2.493 -1.186 -0.486
H -3.013 -1.790 -0.944
C -2.886 0.031 -0.232
H -3.937 -0.198 0.417
H -3.062 0.796 -0.991
C -2.019 0.676 1.134
N -0.592 0.325 0.890
C -0.492 -1.168 1.251
H 0.579 -1.204 0.435
C -1.737 -1.901 0.543
H -2.635 -1.953 1.459
H -1.253 -2.883 0.232
H -0.434 -1.262 2.311
C 0.044 1.152 1.885
C 0.315 2.700 1.433
C 0.802 3.604 2.613
C 2.215 2.911 2.977
H 2.480 3.568 3.867
C 2.076 1.497 3.362
C 3.700 0.812 3.589
H 3.991 1.581 4.340
H 3.457 -0.356 4.040
H 4.216 1.015 2.781
C 1.647 0.641 2.282
H 2.020 0.670 1.305
H 1.575 -0.504 2.658
H 1.480 1.364 4.312
H 2.727 3.152 2.218
H 0.950 4.629 2.421
H 0.047 3.338 3.401
H -0.897 3.072 1.201
H 0.674 2.744 0.551
H -0.379 1.190 2.710
H -2.122 1.852 0.958
H -2.415 0.515 1.911
H -1.901 0.702 -3.110
H -2.152 -0.956 -5.159
```

Energy above the lowest of the compared OMol25 structures with the same formula, charge and spin in kcal/mol: 420.6
Total energy in eV: -39071.2078
Net charge: +1

=====

No. 5
A 3-piece molecular cluster, C3H12N2O3 overall, computed with the ωB97M-V functional and the def2-TZVPD basis.

XYZ file:
```
20
Properties=species:S:1:pos:R:3
C 1.677 1.102 -1.075
N 0.181 1.088 -0.625
C -0.169 0.617 0.635
O 0.703 0.434 1.460
C -1.706 0.618 0.813
N -2.385 1.795 1.327
H 1.571 0.303 -1.857
H 2.154 1.962 -1.526
H 2.130 0.969 -0.121
H -0.609 1.326 -1.317
H -1.999 -0.150 1.577
H -2.204 0.309 -0.227
H -2.073 2.621 0.877
H -1.930 2.018 2.311
O 1.454 -0.407 4.221
H 2.276 -0.905 4.099
H 1.318 0.143 3.470
O -0.010 -4.956 -4.596
H 0.462 -4.369 -5.176
H -0.841 -4.519 -4.270
```

Energy above the lowest of the compared OMol25 structures with the same formula, charge and spin in kcal/mol: 49.5
SMILES: CNC(=O)CN.O.O
Total energy in eV: -12427.2018
Net charge: 0

=====

No. 6
C71H103F6HfN8O23S2 as an isolated structure, computed with the ωB97M-V functional and the def2-TZVPD basis.

XYZ file:
```
214
Properties=species:S:1:pos:R:3
Hf -2.030 -2.935 -1.360
C 0.666 -6.024 -2.924
C 1.214 -4.999 -3.945
C 1.442 -5.701 -5.255
C 1.851 -4.865 -6.433
C 0.814 -3.741 -6.613
C 0.494 -2.882 -5.320
N 0.280 -3.834 -4.162
O -0.222 -3.231 -2.981
C -0.778 -2.068 -5.675
C 1.732 -1.939 -5.104
C 2.601 -4.636 -3.392
H -0.368 -6.267 -3.166
H 0.739 -5.544 -1.948
H 1.245 -6.948 -2.894
H 0.489 -6.174 -5.490
H 2.104 -6.557 -5.123
H 1.926 -5.604 -7.230
H 2.849 -4.450 -6.291
H -0.098 -4.298 -6.827
H 1.155 -3.142 -7.457
H -1.155 -1.457 -4.856
H -1.590 -2.754 -5.916
H -0.590 -1.407 -6.521
H 2.050 -1.986 -4.062
H 1.489 -0.904 -5.341
H 2.580 -2.150 -5.755
H 3.162 -3.977 -4.054
H 3.200 -5.546 -3.355
H 2.559 -4.102 -2.442
C -0.745 -0.418 2.029
C -0.318 0.719 1.046
C 1.145 1.098 1.385
C 1.822 2.020 0.375
C 1.755 1.444 -1.011
C 0.339 1.059 -1.511
N -0.271 0.228 -0.405
O -1.368 -0.651 -0.783
C 0.661 0.226 -2.778
C -0.419 2.315 -1.877
C -1.252 1.992 1.245
H -0.337 -0.294 3.032
H -0.346 -1.419 1.865
H -1.831 -0.476 2.095
H 1.655 0.150 1.553
H 1.078 1.580 2.361
H 2.898 2.062 0.550
H 1.368 3.010 0.413
H 2.537 0.735 -1.282
H 2.148 2.205 -1.684
H -0.198 -0.134 -3.344
H 1.228 -0.680 -2.565
H 1.306 0.827 -3.419
H -1.446 2.143 -1.553
H -0.554 2.502 -2.942
H -0.173 3.223 -1.326
H -0.693 2.914 1.409
H -1.785 2.008 2.196
H -2.011 2.060 0.466
C -4.824 -4.335 1.588
F -6.056 -4.189 1.127
F -4.939 -4.636 2.869
F -4.279 -5.357 0.974
S -3.790 -2.722 1.330
O -3.887 -1.779 2.457
O -2.405 -3.199 1.164
N -3.880 -2.230 -0.356
S -5.234 -1.295 -0.262
O -5.866 -1.391 -1.600
O -6.173 -1.536 0.827
C -4.594 0.547 -0.141
F -5.718 1.313 -0.147
F -3.960 0.686 1.040
F -3.798 0.877 -1.183
C -6.304 0.520 4.385
C -7.024 1.403 3.587
C -6.358 2.530 3.103
C -5.015 2.743 3.467
C -4.301 1.839 4.213
C -5.007 0.762 4.729
N -4.303 3.902 2.811
O -3.077 4.012 2.879
O -4.994 4.682 2.178
H -6.848 -0.338 4.750
H -8.048 1.146 3.358
H -6.950 3.173 2.469
H -3.257 1.955 4.464
H -4.475 0.167 5.456
C -3.834 -5.051 7.861
C -3.239 -6.095 7.157
C -2.653 -5.906 5.929
C -2.696 -4.640 5.321
C -3.309 -3.596 6.034
C -3.907 -3.787 7.264
N -1.931 -4.483 4.060
O -1.596 -3.322 3.712
O -1.604 -5.483 3.450
H -4.342 -5.251 8.793
H -3.090 -7.060 7.617
H -2.178 -6.759 5.467
H -3.370 -2.658 5.503
H -4.387 -2.952 7.752
C 2.784 -2.262 5.812
C 3.974 -2.088 6.457
C 4.894 -1.152 6.031
C 4.520 -0.264 4.972
C 3.276 -0.427 4.352
C 2.452 -1.474 4.752
N 5.436 0.807 4.516
O 6.441 1.006 5.177
O 5.135 1.372 3.485
H 2.133 -3.065 6.126
H 4.246 -2.719 7.291
H 5.876 -1.105 6.478
H 3.019 0.303 3.598
H 1.532 -1.679 4.225
C -0.730 0.811 6.078
C -1.070 -0.534 5.813
C -0.561 -1.525 6.658
C 0.052 -1.123 7.857
C 0.339 0.238 8.056
C -0.009 1.217 7.183
N 0.629 -2.079 8.789
O 0.563 -3.277 8.474
O 1.135 -1.616 9.788
H -0.996 1.622 5.417
H -1.742 -0.830 5.021
H -0.736 -2.526 6.290
H 0.999 0.642 8.810
H 0.327 2.236 7.302
C 3.206 1.553 -6.878
C 4.571 1.500 -7.233
C 5.537 1.342 -6.254
C 5.233 1.300 -4.910
C 3.872 1.285 -4.589
C 2.897 1.422 -5.556
N 6.253 1.279 -3.856
O 7.387 0.876 -4.207
O 5.869 1.507 -2.718
H 2.389 1.675 -7.575
H 4.882 1.580 -8.265
H 6.575 1.243 -6.536
H 3.590 1.252 -3.548
H 1.867 1.640 -5.318
C -3.050 0.489 -4.432
C -3.630 -0.844 -3.947
O -2.950 -1.500 -3.151
C -4.896 -1.355 -4.672
H -3.829 1.249 -4.493
H -2.610 0.385 -5.423
H -2.257 0.850 -3.776
H -5.360 -2.296 -4.377
H -4.600 -1.644 -5.680
H -5.585 -0.516 -4.771
C -2.548 8.071 0.514
C -3.133 6.821 -0.135
O -4.285 6.820 -0.533
C -2.244 5.602 -0.345
H -1.871 8.520 -0.213
H -2.031 7.766 1.424
H -3.374 8.760 0.692
H -1.406 5.734 -1.029
H -2.774 4.755 -0.781
H -1.708 5.393 0.581
C 4.801 4.636 -3.184
C 3.487 5.521 -3.286
O 3.366 6.470 -2.594
C 2.423 5.069 -4.187
H 4.555 3.578 -3.264
H 5.193 4.811 -2.182
H 5.532 4.959 -3.926
H 2.762 4.886 -5.206
H 1.614 5.799 -4.210
H 2.003 4.206 -3.670
C 0.326 4.768 3.723
C 1.654 4.045 3.971
O 1.807 3.248 4.899
C 2.893 4.414 3.061
H -0.202 4.492 2.810
H 0.434 5.853 3.728
H -0.399 4.619 4.524
H 3.647 3.630 2.983
H 3.337 5.265 3.576
H 2.501 4.545 2.052
C 4.998 -1.700 -2.865
C 5.961 -2.443 -1.987
O 5.555 -3.417 -1.349
C 7.398 -1.940 -1.987
H 4.156 -2.341 -3.126
H 5.524 -1.413 -3.775
H 4.649 -0.884 -2.233
H 7.339 -1.038 -1.377
H 7.850 -1.680 -2.944
H 8.082 -2.634 -1.500
C -3.972 4.030 -2.968
C -3.375 4.483 -4.282
O -3.436 3.805 -5.286
C -2.622 5.814 -4.190
H -3.190 3.511 -2.413
H -4.785 3.348 -3.218
H -4.435 4.860 -2.434
H -2.440 6.347 -5.122
H -1.637 5.651 -3.752
H -3.216 6.542 -3.639
C 1.564 -3.845 1.785
C 1.186 -3.183 0.469
O 0.046 -3.255 -0.012
C 2.195 -2.467 -0.271
H 1.893 -2.958 2.328
H 2.466 -4.440 1.648
H 0.744 -4.353 2.292
H 1.889 -2.316 -1.306
H 3.153 -2.981 -0.192
H 2.314 -1.471 0.156
```

Total energy in eV: -173564.9294
Net charge: +1

=====

No. 7
An isolated ion of composition C5H9N and charge +1, computed with the ωB97M-V functional and the def2-TZVPD basis.

XYZ file:
```
15
Properties=species:S:1:pos:R:3
C -1.111 0.667 1.636
N -0.007 0.191 0.806
C 0.003 0.253 -0.536
C -0.979 0.676 -1.417
C 1.697 -1.611 -0.478
C 1.065 -0.604 -1.124
H -0.745 1.081 2.576
H -1.628 1.531 1.199
H -1.849 -0.100 1.832
H 0.888 0.292 1.277
H -1.690 1.362 -0.965
H -0.898 0.424 -2.461
H 1.135 -1.943 0.394
H 2.688 -1.990 -0.663
H 1.432 -0.229 -2.076
```

Energy above the lowest of the compared OMol25 structures with the same formula, charge and spin in kcal/mol: 33.6
Total energy in eV: -6811.4184
Spin multiplicity: 2
⟨S²⟩: 0.768
Net charge: +1

=====

No. 8
One molecule with the formula C21H24N4O4S, computed with the ωB97M-V functional and the def2-TZVPD basis.

XYZ file:
```
54
Properties=species:S:1:pos:R:3
C -5.976 -2.816 1.739
O -5.021 -1.806 1.459
C -4.980 -1.371 0.186
O -5.698 -1.801 -0.684
C -3.969 -0.332 0.032
S -3.042 0.124 1.443
C -2.190 1.297 0.515
N -1.236 2.090 1.045
C -0.676 2.939 0.246
C 0.472 3.769 0.754
N 1.719 3.026 0.803
C 2.159 2.521 -0.485
C 3.591 1.984 -0.349
N 3.649 0.923 0.632
C 3.371 -0.385 0.224
C 2.525 -1.245 0.921
C 2.333 -2.558 0.521
C 2.979 -3.053 -0.602
O 2.857 -4.325 -1.091
C 2.015 -5.220 -0.411
C 3.836 -2.205 -1.303
C 4.031 -0.906 -0.896
C 3.158 1.411 1.900
C 1.734 1.971 1.802
N -1.011 3.039 -1.068
C -1.988 2.266 -1.718
O -2.211 2.445 -2.894
C -2.608 1.322 -0.815
C -3.635 0.382 -1.095
C -4.238 0.216 -2.440
H -6.985 -2.453 1.533
H -5.788 -3.697 1.121
H -5.863 -3.056 2.793
H 0.245 4.101 1.769
H 0.621 4.643 0.113
H 2.146 3.342 -1.208
H 1.515 1.706 -0.860
H 3.935 1.629 -1.318
H 4.244 2.795 -0.013
H 1.992 -0.908 1.796
H 1.665 -3.177 1.099
H 2.070 -6.157 -0.964
H 0.977 -4.870 -0.399
H 2.352 -5.389 0.618
H 4.350 -2.595 -2.167
H 4.727 -0.290 -1.444
H 3.211 0.620 2.648
H 3.825 2.222 2.210
H 1.438 2.401 2.761
H 1.026 1.166 1.552
H -0.543 3.720 -1.655
H -3.496 -0.204 -3.120
H -5.100 -0.441 -2.398
H -4.518 1.189 -2.839
```

Energy above the lowest of the compared OMol25 structures with the same formula, charge and spin in kcal/mol: 27.0
SMILES: COC(=O)c1sc2nc(CN3CCN(c4ccc(OC)cc4)CC3)[nH]c(=O)c2c1C
Total energy in eV: -47152.8498
Net charge: 0

=====

No. 9
C17H21N2O3PdS3 as an isolated structure, computed with the ωB97M-V functional and the def2-TZVPD basis.

XYZ file:
```
47
Properties=species:S:1:pos:R:3
Pd -0.240 -0.255 -0.184
C 0.596 -0.568 2.746
N 1.330 -0.303 1.501
C 1.855 1.078 1.451
C 2.187 1.457 0.021
N 0.944 1.658 -0.752
C 1.186 1.605 -2.201
C 0.281 2.897 -0.352
C 0.878 4.109 -0.694
C 0.313 5.320 -0.338
C -0.879 5.311 0.382
C -1.468 4.115 0.732
C -0.911 2.868 0.384
S -1.705 1.404 0.899
C 2.405 -1.269 1.276
C 3.361 -1.441 2.274
C 4.414 -2.324 2.122
C 4.508 -3.044 0.933
C 3.569 -2.870 -0.061
C 2.487 -1.977 0.070
S 1.358 -1.803 -1.246
H 1.240 -0.505 3.631
H 0.167 -1.568 2.686
H -0.211 0.157 2.826
H 2.745 1.172 2.085
H 1.081 1.741 1.842
H 2.748 0.654 -0.460
H 2.801 2.366 0.004
H 1.840 2.416 -2.543
H 0.229 1.677 -2.715
H 1.639 0.644 -2.434
H 1.808 4.102 -1.249
H 0.789 6.251 -0.617
H -1.350 6.243 0.673
H -2.393 4.109 1.295
H 3.277 -0.866 3.189
H 5.144 -2.450 2.911
H 5.319 -3.747 0.783
H 3.646 -3.432 -0.983
C -4.102 -1.781 -0.902
S -2.356 -1.989 -1.121
O -1.880 -0.777 -1.822
O -2.169 -3.221 -1.842
O -1.794 -1.968 0.251
H -4.603 -2.032 -1.835
H -4.294 -0.747 -0.621
H -4.425 -2.453 -0.109
```

Total energy in eV: -63080.9370
Spin multiplicity: 3
⟨S²⟩: 2.006
Net charge: -1